Entry 1:
Below is a 3-piece molecular cluster, C22H28Cl2F19NO3P overall, with properties calculated with ωB97M-V with the def2-TZVPD basis set.

Computed properties:
HOMO energy	-11.715	eV
charge	+1
calculated total energy	-116860.1120	eV
LUMO level	-4.209	eV
max |F|	1.46	eV Å⁻¹

Structure (XYZ):
```
76
C22H28Cl2F19NO3P (ωB97M-V with the def2-TZVPD basis set)
C 0.46198 -4.17543 3.71251
C 0.10201 -3.06295 2.71248
Cl 0.06654 -3.82034 1.09196
C -1.24543 -2.41516 2.99915
Cl -1.89314 -1.56014 1.59795
C -1.37474 -1.51384 4.24623
N -1.21825 -2.30539 5.46727
C -0.12000 -2.07596 6.06734
C 0.72161 -1.11144 5.30189
C -0.38550 -0.35256 4.57377
C -0.13666 0.81240 3.60755
C 1.04358 0.76261 2.64908
O 0.98960 -0.28382 1.72395
C 2.41474 0.78699 3.31704
F 2.35166 1.26596 4.58941
F 3.28221 1.56817 2.62936
F 2.96491 -0.45823 3.37853
P -1.22838 0.55768 6.08097
C -2.63757 1.50790 5.41646
C 0.00632 1.73669 6.71707
H 0.75088 -5.06845 3.19110
H 1.31171 -3.88421 4.31511
H -0.35559 -4.37697 4.38849
H 0.90274 -2.34448 2.65674
H -1.94442 -3.22810 3.15398
H -2.35792 -1.07538 4.12673
H -1.95818 -2.90642 5.80532
H 0.10720 -2.55758 6.99989
H 1.33823 -0.52105 5.96267
H 1.39180 -1.72968 4.71392
H -0.05472 1.74257 4.14525
H -1.01899 0.91723 2.99095
H 1.01095 1.68949 2.08896
H 0.41286 0.04279 1.02829
H -3.35874 0.81160 5.01791
H -2.39036 2.28429 4.70391
H -3.10444 1.96691 6.27516
H 0.72983 1.16490 7.27605
H 0.54997 2.30355 5.96821
H -0.45638 2.43129 7.40299
C -1.46875 1.88133 -2.81330
C -1.23022 3.03151 -3.80862
C 0.20780 3.34076 -4.24731
F 0.98556 3.66980 -3.19086
F 0.17308 4.39602 -5.08741
F -1.82526 4.15037 -3.34014
F -1.89231 2.67453 -4.94365
O -1.62793 2.21822 -1.42853
C -0.58855 2.37851 -0.56929
C -0.49187 3.79360 0.01839
F -0.38634 4.71897 -0.93746
F 0.61541 3.84364 0.80588
F 0.57441 1.94519 -1.08592
F -0.84389 1.56163 0.51463
H -2.44516 1.48620 -3.08444
H -0.76929 1.06356 -2.93990
H 0.64892 2.48974 -4.76542
H -1.37729 4.00370 0.62407
C 0.19395 -1.84844 -6.05528
C 0.36555 -0.31737 -6.08954
C -0.28519 0.47141 -7.23430
F 0.18654 0.09952 -8.43242
F 0.00757 1.78312 -7.05972
F 1.66616 0.00425 -5.97267
F -0.25235 0.13616 -4.94192
O 1.23116 -2.69343 -6.52954
C 1.37935 -3.06284 -7.85153
C 2.70278 -2.56873 -8.45645
F 2.83125 -1.23404 -8.33999
F 2.72111 -2.89014 -9.76750
F 0.31220 -2.71208 -8.59495
F 1.45208 -4.40932 -7.86916
H 0.16283 -2.08401 -4.99277
H -0.77565 -2.14237 -6.45804
H -1.37182 0.34491 -7.21729
H 3.54225 -3.04930 -7.94929
```

=====

Entry 2:
Below is C6H5N2 as an isolated structure, with properties calculated with ωB97M-V with the def2-TZVPD basis set.

Computed properties:
HOMO energy (alpha / beta)	-15.150 / -15.150	eV
charge	+1
calculated total energy	-9268.6134	eV
LUMO level (alpha / beta)	-6.429 / -6.429	eV
max |F|	3.98	eV Å⁻¹

Structure (XYZ):
```
13
C6H5N2 (ωB97M-V with the def2-TZVPD basis set)
C -1.54745 -0.74359 -0.38755
C 1.99130 0.13569 -0.85784
C -1.40010 0.68678 -0.43249
C -0.23922 0.48548 0.66960
C 0.07283 -1.11539 0.72591
C 1.04380 -0.08605 0.21156
N 2.47307 0.15914 0.28056
N -0.94207 -1.77701 -0.12537
H 2.07125 0.24700 -1.92821
H -0.92086 1.14457 -1.29179
H -2.26292 1.39599 -0.03005
H -0.43722 1.04454 1.55935
H 0.09758 -1.57713 1.60633
```

=====

Entry 3:
Below is C37H64BCl2EuN8O4 as an isolated structure, with properties calculated with ωB97M-V with the def2-TZVPD basis set.

Computed properties:
HOMO energy (alpha / beta)	-12.889 / -12.898	eV
charge	+2
spin multiplicity	7
calculated total energy	-104558.8659	eV
LUMO level (alpha / beta)	-8.258 / -4.831	eV
expectation value of S²	12.0161
max |F|	3.56	eV Å⁻¹

Structure (XYZ):
```
117
C37H64BCl2EuN8O4 (ωB97M-V with the def2-TZVPD basis set)
Eu 0.98004 0.05697 -0.43357
C 0.53300 -2.49065 -4.98454
N 1.84087 -1.84899 -4.84156
C 2.72387 -1.95075 -5.98896
C 2.12226 -1.13975 -3.75792
O 1.28385 -0.91508 -2.82628
C 3.55774 -0.69530 -3.62620
O 3.68265 -0.10893 -2.33952
C 4.92175 -0.26466 -1.64991
C 4.57977 -0.37454 -0.19827
O 3.37619 -0.18045 0.19952
N 5.54333 -0.74544 0.64248
C 5.22014 -1.14344 2.01718
C 6.97025 -0.76280 0.26650
H 0.64604 -3.59907 -5.04238
H -0.02832 -2.20652 -4.11417
H 0.01943 -2.14653 -5.90895
H 3.12447 -2.98817 -6.09547
H 2.18707 -1.70973 -6.90539
H 3.56034 -1.25486 -5.85848
H 4.24670 -1.54714 -3.76904
H 3.78920 0.00964 -4.46108
H 5.46788 -1.12817 -2.03395
H 5.56513 0.63004 -1.78981
H 4.14449 -0.90215 2.11572
H 5.40534 -2.19901 2.24514
H 5.77460 -0.52370 2.72020
H 7.07466 -0.20992 -0.66129
H 7.60501 -0.27654 1.01426
H 7.40028 -1.76197 0.13476
C -0.18433 1.97512 -4.05474
C -1.69364 1.97683 -3.84552
C -2.52449 1.24907 -4.93569
C -2.19134 1.46529 -2.50861
C -3.56898 1.39005 -2.20874
C -3.71720 0.91541 -0.92942
C -5.08691 0.66405 -0.32674
C -5.37162 -0.80068 -0.00858
C -5.48278 1.68109 0.73615
N -2.44150 0.71953 -0.42658
N -1.49007 1.11510 -1.41752
B -2.03901 0.24043 1.04887
N -1.14201 1.27420 1.90573
N 0.19873 1.67365 1.56520
C 0.55143 2.67828 2.37910
C -0.51975 2.95576 3.24499
C -1.49296 2.00184 3.01168
C -2.64508 1.82775 3.97287
C -3.50577 3.09036 3.93179
C -2.04204 1.72176 5.37629
C 1.87494 3.38455 2.55688
C 3.09871 2.68623 1.96681
C 1.71264 4.85122 2.04191
N -1.55870 -1.25589 1.10136
N -0.50030 -1.83718 0.27923
C -0.46384 -3.14693 0.56170
C -1.36762 -3.43397 1.58948
C -2.02165 -2.26337 1.89739
C -3.08797 -2.22339 2.94439
C -3.73652 -3.60894 2.96119
C -2.48394 -1.86609 4.30754
C 0.41469 -4.18898 -0.02641
C -0.38693 -5.18266 -0.85802
C 1.70506 -3.66857 -0.68797
H 0.03676 1.41828 -4.99695
H 0.36250 1.46265 -3.27727
H 0.25842 2.99760 -4.17723
H -2.03375 2.98966 -3.83705
H -2.29241 0.15830 -4.90386
H -2.36394 1.64028 -5.93529
H -3.61456 1.31587 -4.72374
H -4.37674 1.64452 -2.88190
H -5.78376 0.88381 -1.17045
H -4.70932 -1.13968 0.82674
H -5.18570 -1.50115 -0.83706
H -6.42132 -0.89413 0.32193
H -4.82214 1.63433 1.59253
H -6.48912 1.45571 1.10547
H -5.48833 2.72406 0.38517
H -3.08728 0.25714 1.60421
H -0.53745 3.69532 4.05672
H -3.27061 0.95696 3.72271
H -2.93026 4.01912 4.10994
H -4.31297 3.01701 4.69745
H -3.99596 3.20516 2.96057
H -1.65309 2.69822 5.76307
H -1.23985 0.99147 5.43102
H -2.77529 1.38284 6.11790
H 2.00727 3.43786 3.63917
H 2.99788 2.60104 0.86305
H 3.24694 1.66588 2.37420
H 3.99527 3.30308 2.12719
H 1.60319 4.82760 0.95358
H 2.59270 5.47583 2.29620
H 0.78567 5.30145 2.43991
H -1.51962 -4.38813 2.13026
H -3.87016 -1.48382 2.72262
H -3.03338 -4.44031 3.24062
H -4.13873 -3.85992 1.95990
H -4.59542 -3.64129 3.62645
H -1.69258 -2.58749 4.63748
H -3.24220 -1.88186 5.07675
H -2.03195 -0.88364 4.34863
H 0.75984 -4.77469 0.80960
H -0.72486 -4.77805 -1.82214
H -1.27818 -5.47888 -0.28112
H 0.18464 -6.09172 -1.09139
H 1.51319 -2.95149 -1.51282
H 2.32904 -4.47549 -1.08066
H 2.36000 -3.11242 -0.00431
O 1.30100 -1.38357 3.75531
C 1.41949 -1.12115 2.64044
Cl 1.63192 3.49953 -1.58294
C 3.25220 4.08727 -2.11249
Cl 3.52897 3.52921 -3.76729
H 4.01320 3.72410 -1.42133
H 3.20355 5.18442 -2.13456
```

=====

Entry 4:
Below is C49H39I2MgN6OS2Sb as an isolated structure, with properties calculated with ωB97M-V with the def2-TZVPD basis set.

Computed properties:
HOMO energy	-13.673	eV
charge	+2
calculated total energy	-112279.1147	eV
LUMO level	-5.730	eV
max |F|	0.64	eV Å⁻¹

Structure (XYZ):
```
101
C49H39I2MgN6OS2Sb (ωB97M-V with the def2-TZVPD basis set)
Mg -1.15925 -0.63020 1.52844
C 0.66042 -2.10362 5.41026
C 0.04483 -2.08700 4.16555
N -0.25865 -0.94149 3.56188
C 0.03491 0.19723 4.21916
C 0.62825 0.15966 5.46636
N 0.95237 -0.98607 6.06156
C -0.33533 1.46449 3.52351
C 0.14963 2.71811 3.84500
C -0.21034 3.79981 3.04730
C -1.07962 3.58307 1.97587
C -1.54219 2.30450 1.73739
N -1.15289 1.27336 2.49241
C -2.52305 1.91843 0.67558
C -3.22515 2.82705 -0.09343
N -4.16245 2.44411 -0.96145
C -4.41350 1.14428 -1.04157
C -3.70359 0.21443 -0.28762
N -2.74937 0.59605 0.55270
C 0.34024 5.15337 3.31202
C 0.75447 5.96047 2.26101
C 1.28071 7.21109 2.54907
N 1.40237 7.68738 3.78750
C 0.99296 6.90954 4.78958
C 0.46281 5.64097 4.60503
H 0.91428 -3.04162 5.88788
H -0.20089 -3.00577 3.64662
H 0.83906 1.07144 6.01214
H 0.83724 2.85755 4.66825
H -1.39622 4.41780 1.36470
H -3.04242 3.89216 -0.01333
H -5.18427 0.82295 -1.73312
H -3.87540 -0.85002 -0.38269
H 0.69181 5.61974 1.23406
H 1.62012 7.85993 1.74893
H 1.08773 7.32165 5.78762
H 0.12592 5.06399 5.45772
I -3.52309 -2.55537 2.77017
C -3.27173 -4.44791 1.84277
I -1.47099 -5.43668 2.33440
H -3.28436 -4.27605 0.77492
H -4.09826 -5.05642 2.18539
O 0.53795 -0.16463 0.60217
S 1.82689 0.31483 1.28499
C 3.02007 0.68496 0.03252
C 3.29524 -0.21577 -0.99212
C 4.28892 0.10432 -1.89746
C 4.99453 1.30121 -1.77277
C 4.69955 2.19427 -0.75443
C 3.69448 1.89057 0.15781
C 2.56189 -1.17028 1.94174
C 2.10647 -2.40776 1.51707
C 2.69813 -3.54617 2.04974
C 3.71436 -3.43427 2.99033
C 4.14995 -2.18120 3.40987
C 3.57215 -1.03429 2.88431
H 2.74908 -1.14797 -1.06916
H 4.52923 -0.58455 -2.69732
H 5.78075 1.53533 -2.47923
H 5.24849 3.12261 -0.66578
H 3.45250 2.57495 0.96332
H 1.30563 -2.48279 0.78865
H 2.36131 -4.52336 1.72623
H 4.17131 -4.32628 3.40063
H 4.93771 -2.09743 4.14743
H 3.90611 -0.05222 3.20625
S -1.37254 -2.48603 -0.26058
Sb -1.17752 -1.76513 -2.42717
C 0.18786 -0.25272 -2.88856
C 1.12541 -0.47626 -3.89344
C 1.97037 0.56013 -4.27768
C 1.88416 1.79671 -3.65377
C 0.95127 2.01293 -2.64371
C 0.09674 0.98997 -2.26116
C -0.68520 -3.42345 -3.58897
C -0.09520 -4.53430 -2.99464
C 0.24090 -5.62458 -3.78700
C -0.01247 -5.59816 -5.15255
C -0.60621 -4.48736 -5.73945
C -0.94651 -3.39128 -4.95875
C -3.00372 -1.03156 -3.13785
C -3.05205 0.14169 -3.88676
C -4.27825 0.59371 -4.36479
C -5.43670 -0.12439 -4.10004
C -5.38253 -1.30090 -3.35875
C -4.16559 -1.75809 -2.87444
H 1.19493 -1.44067 -4.38323
H 2.69445 0.39960 -5.06711
H 2.54253 2.60056 -3.95915
H 0.88453 2.98327 -2.16628
H -0.63510 1.16255 -1.47873
H 0.08198 -4.55665 -1.92598
H 0.69460 -6.49832 -3.33712
H 0.24887 -6.45225 -5.76418
H -0.80968 -4.47697 -6.80235
H -1.42195 -2.53063 -5.41725
H -2.15260 0.70582 -4.10086
H -4.32525 1.50407 -4.94844
H -6.38744 0.22902 -4.47877
H -6.28684 -1.86440 -3.16674
H -4.12509 -2.67641 -2.29809
```

=====

Entry 5:
Below is C36H29Cl5Ge2Rh as an isolated structure, with properties calculated with ωB97M-V with the def2-TZVPD basis set.

Computed properties:
HOMO energy (alpha / beta)	-6.440 / -8.813	eV
charge	0
spin multiplicity	6
calculated total energy	-216449.2037	eV
LUMO level (alpha / beta)	0.427 / -2.135	eV
expectation value of S²	8.7951
max |F|	0.25	eV Å⁻¹

Structure (XYZ):
```
73
C36H29Cl5Ge2Rh (ωB97M-V with the def2-TZVPD basis set)
Rh -0.30092 0.51286 -0.80939
Cl 2.50007 0.51422 -1.16218
C 1.80152 1.06193 -2.67721
C 0.42203 1.07475 -2.70731
C -0.18233 1.51630 -3.86737
Cl -1.91863 1.55237 -3.93431
C 0.56623 1.94205 -4.96371
Cl -0.21032 2.50381 -6.39005
C 1.96225 1.91923 -4.89266
Cl 2.90345 2.44922 -6.22772
C 2.59786 1.47211 -3.73288
Cl 4.31305 1.44693 -3.61152
C -1.25255 -1.27627 -0.74209
C -2.30538 -1.90572 -0.69490
C -3.51859 -2.61272 -0.66404
C -3.52914 -3.96568 -0.12031
C -2.52769 -4.37242 0.77412
C -2.51292 -5.65612 1.28823
C -3.48570 -6.57428 0.91185
C -4.46820 -6.19492 0.00619
C -4.49226 -4.90896 -0.50524
C -4.70902 -1.89915 -1.10490
C -5.98696 -2.21709 -0.61789
C -7.08978 -1.45805 -0.97124
C -6.95260 -0.36650 -1.81938
C -5.69371 -0.03805 -2.30889
C -4.58849 -0.78851 -1.95636
H -1.76294 -3.66234 1.06303
H -1.73605 -5.94467 1.98552
H -3.47141 -7.58034 1.31111
H -5.21657 -6.90949 -0.31406
H -5.24384 -4.63882 -1.23522
H -6.10902 -3.03825 0.07573
H -8.06313 -1.71602 -0.57149
H -7.81733 0.22484 -2.09281
H -5.57322 0.81328 -2.96789
H -3.60972 -0.52201 -2.33274
C 1.55877 4.37992 -0.94555
Ge -0.25977 4.52995 -0.23741
C -0.33513 5.99903 1.05647
C -1.49732 4.81561 -1.72075
Ge -0.91281 2.46735 0.90409
C -2.82561 2.17659 1.11654
C -3.32376 0.88983 1.34131
C -4.69022 0.66177 1.41586
C -5.57853 1.71494 1.25639
C -5.09910 2.99882 1.03366
C -3.73285 3.22678 0.96272
C 0.13183 1.90896 2.44160
C -0.45448 1.21105 3.50074
C 0.31622 0.77478 4.56763
C 1.68185 1.02369 4.58849
C 2.27736 1.71442 3.54167
C 1.50797 2.15004 2.47426
H 1.82011 5.32889 -1.41861
H 1.62200 3.59050 -1.69541
H 2.28849 4.17871 -0.16127
H 0.01235 6.93112 0.60824
H 0.29503 5.76681 1.91616
H -1.35771 6.14084 1.40891
H -1.21836 5.73175 -2.24482
H -2.52176 4.91631 -1.36346
H -1.45709 3.98356 -2.42457
H -2.64198 0.05194 1.43338
H -5.06093 -0.34264 1.57630
H -6.64549 1.53315 1.29707
H -5.79203 3.82264 0.91291
H -3.37114 4.23531 0.79071
H -1.52129 1.01915 3.49508
H -0.14884 0.23877 5.38578
H 2.28239 0.67897 5.42086
H 3.34254 1.90969 3.55692
H 1.98244 2.67993 1.65423
```

=====

Entry 6:
Below is C8H16MgO2S3 as an isolated structure, with properties calculated with ωB97M-V with the def2-TZVPD basis set.

Computed properties:
HOMO energy	-7.942	eV
charge	0
calculated total energy	-50602.5795	eV
LUMO level	0.252	eV
max |F|	3.12	eV Å⁻¹

Structure (XYZ):
```
30
C8H16MgO2S3 (ωB97M-V with the def2-TZVPD basis set)
Mg -0.22000 -1.03020 0.38640
C -0.30400 1.13860 -3.69410
C -0.97150 2.11450 -2.73350
S -0.87510 1.69770 -0.94780
C 0.69490 2.47200 -0.45070
C 1.94510 1.94600 -1.13540
S 2.21060 0.13230 -0.95270
C 2.32010 -0.45470 -2.69060
C 1.15980 -1.28780 -3.20000
S -0.52570 -0.59150 -3.13040
H 0.76200 1.31440 -3.79900
H -0.76920 1.22790 -4.67690
H -2.04260 2.11600 -2.92370
H -0.57790 3.12290 -2.85790
H 0.73710 2.29990 0.62820
H 0.61170 3.54480 -0.64630
H 2.81490 2.42670 -0.68060
H 1.93200 2.18020 -2.19830
H 3.21000 -1.08600 -2.72400
H 2.50930 0.41480 -3.31670
H 1.06440 -2.19090 -2.59630
H 1.35770 -1.56560 -4.23770
C -1.56110 -2.44910 -0.37160
H -1.73980 -3.25940 0.32910
H -1.26000 -2.89170 -1.31790
H -2.51520 -1.95960 -0.54650
O 0.87690 -1.59670 2.01450
C 0.20720 -0.75340 2.61910
O -0.60290 0.01880 2.09400
H 0.34190 -0.67750 3.72850
```

=====

- Number 4 is which compound?
  C49H39I2MgN6OS2Sb

=====

- Which of these has the lowest calculated total energy?
  C36H29Cl5Ge2Rh

=====

- Among the records above, which one has the highest max |F|?
  C6H5N2

=====

- The highest calculated total energy belongs to which entry?
  C6H5N2